Molecular formula: FO4S
Method: DFT, ωB97M-V with the def2-TZVPD basis set

Calculated values
ΔE to the lowest compared entry with this formula, charge and spin (kcal per mole): 57.8
Highest occupied orbital energy (spin up / spin down) (hartree): -0.135 / -0.133
Kohn-Sham gap (spin up / spin down) (eV): 6.32 / 6.25
LUMO energy (spin up / spin down) (eV): 2.655 / 2.638
Charge: -1

Element x y z (Å)
O -1.28352 0.37741 1.37713
O -1.06078 1.18894 -0.93173
O -1.34517 -1.22293 -0.38059
O 2.02144 -0.84004 0.05369
F 2.71379 0.40650 -0.07693
S -1.04576 0.09012 -0.04157

Cartesian forces (eV/Å) of the 2 atoms listed first:
0.863 0.172 -1.787
0.454 0.202 -0.941